29
Properties=species:S:1:pos:R:3:mulliken_charge:R:1 method="wB97M-V/def2-TZVPD" homo_ev=-8.667 charge=0 de_lowest_kj_mol=0.0 lumo_energy_ev=0.694 homo_lumo_gap_ev=9.361 smiles="[H]/N=C(/N)SCCCCCS/C(N)=N/[H]"
H 0.705 -1.631 -0.053 0.33
N 1.540 -2.220 -0.175 -0.84
C 2.593 -1.527 -0.275 0.73
N 3.813 -2.100 -0.493 -0.47
S 2.743 0.280 -0.220 -0.30
C 1.455 0.740 0.985 -0.05
C 0.935 2.173 0.738 -0.97
C 0.287 2.382 -0.626 -0.67
C -0.814 1.368 -0.994 -0.42
C -1.947 1.293 0.016 -0.70
S -3.258 0.136 -0.434 -0.25
C -2.565 -1.407 0.138 0.48
N -3.431 -2.460 -0.076 -0.47
N -1.400 -1.458 0.649 -0.54
H -1.140 -2.419 0.934 0.17
H 4.571 -1.540 -0.788 0.21
H 3.807 -3.008 -0.871 0.25
H 0.614 0.033 0.900 -0.19
H 1.891 0.677 2.013 0.38
H 0.227 2.390 1.532 0.37
H 1.763 2.863 0.829 0.39
H -0.150 3.410 -0.612 0.34
H 1.020 2.341 -1.423 0.36
H -1.202 1.636 -1.969 0.41
H -0.373 0.362 -1.081 0.25
H -1.597 1.007 1.003 0.30
H -2.461 2.264 0.142 0.45
H -4.412 -2.240 -0.160 0.21
H -3.214 -3.346 0.371 0.22